{"formula": "C6H17NSi2", "method": "ωB97M-V/def2-TZVPD", "species": ["C", "C", "C", "C", "C", "C", "N", "Si", "Si", "H", "H", "H", "H", "H", "H", "H", "H", "H", "H", "H", "H", "H", "H", "H", "H", "H"], "positions_angstrom": [[-2.84427, 0.93230, 0.89070], [-2.33028, 1.97696, -0.11643], [-2.11284, -0.41454, 0.78763], [2.13947, -2.56461, 0.04841], [0.90281, -0.55527, -1.97602], [2.90060, 0.43253, 0.19065], [-1.07361, 2.52277, 0.27216], [-0.27669, -0.29675, 1.27320], [1.46879, -0.77864, -0.16360], [-2.71405, 1.34190, 1.89101], [-3.91306, 0.77042, 0.71556], [-2.35164, 1.52771, -1.12612], [-3.07998, 2.79148, -0.12027], [-2.62629, -1.12476, 1.44071], [-2.21782, -0.79249, -0.23031], [2.62613, -2.68653, 1.01061], [1.34634, -3.30353, -0.00764], [2.86619, -2.81214, -0.71801], [1.75485, -0.47646, -2.65301], [0.28546, -1.38423, -2.31569], [0.31967, 0.35863, -2.08172], [3.08192, 0.53332, 1.25572], [3.82821, 0.10467, -0.26977], [2.67378, 1.42210, -0.19111], [-0.47468, 2.66126, -0.54013], [-0.17902, -0.18610, 2.73347]], "forces_ev_per_a": [[0.05, 0.20, -0.25], [-0.53, -0.48, -0.19], [0.34, -0.01, -0.02], [-0.37, 0.61, 0.04], [-0.05, 0.04, 0.59], [-0.53, -0.32, -0.02], [0.65, -0.67, 0.69], [-1.12, 1.16, -0.72], [0.97, -0.38, -0.57], [-0.10, 0.10, 0.12], [0.02, 0.03, 0.08], [0.01, 0.10, 0.13], [0.17, -0.04, 0.00], [0.12, -0.10, 0.03], [0.07, -0.09, -0.09], [0.08, 0.03, 0.22], [-0.20, -0.09, -0.03], [0.18, 0.08, -0.23], [0.12, -0.05, 0.11], [-0.07, -0.10, 0.02], [-0.06, 0.09, -0.01], [0.02, -0.02, 0.23], [0.10, -0.18, -0.14], [-0.12, 0.20, -0.07], [-0.01, -0.10, -0.08], [0.27, -0.01, 0.17]], "total_charge": 0, "total_energy_ha": -872.45720, "homo_lumo_gap_ev": [8.686, 6.502], "de_lowest_kj_mol": 322.4, "homo_ev": [-8.953, -6.759], "molar_mass_da": 159.4}


{"formula": "C6H17O2Si3", "method": "ωB97M-V/def2-TZVPD", "species": ["C", "C", "C", "C", "C", "C", "O", "O", "Si", "Si", "Si", "H", "H", "H", "H", "H", "H", "H", "H", "H", "H", "H", "H", "H", "H", "H", "H", "H"], "positions_angstrom": [[0.13666, 2.24085, 0.72876], [3.30967, -0.38755, -0.80266], [-2.65470, -1.23672, -0.82531], [0.58861, -1.70317, 1.57558], [0.78557, 1.05289, 0.70109], [-1.46907, -0.38103, -0.39141], [-0.73419, 2.37321, -0.35234], [0.02704, 3.13016, 1.57528], [1.78751, 0.87178, -0.88440], [-1.89483, 1.45347, -1.00545], [-0.82324, -0.56351, 1.39867], [3.99892, -0.48128, -1.68714], [3.74766, 0.25340, 0.04986], [3.16602, -1.37122, -0.30111], [-3.69788, -0.90535, -0.83233], [-2.33763, -1.29068, -1.88287], [-2.43851, -2.22247, -0.42262], [1.43417, -1.25437, 1.97514], [0.18496, -2.43621, 2.25572], [0.77558, -2.12477, 0.52512], [1.43818, 0.96365, 1.56097], [-0.60974, -0.74720, -1.01894], [0.87112, 0.56779, -1.99459], [2.52655, 2.15523, -1.12531], [-1.77748, 1.66802, -2.55078], [-3.31503, 1.54427, -0.59318], [-2.10359, -1.47564, 1.78316], [-0.92232, 0.30647, 2.54109]], "forces_ev_per_a": [[-2.85, 2.93, 1.45], [-0.26, 1.07, 1.59], [1.60, -0.67, -1.70], [-1.07, -1.70, -1.98], [3.01, -2.55, -0.50], [-0.19, 2.19, -0.57], [-0.41, 1.52, -1.07], [0.68, -0.75, -0.46], [0.26, -0.79, 0.48], [1.36, -2.65, -0.18], [-1.74, 0.17, -1.15], [-0.74, 0.37, 0.98], [0.34, -0.99, -1.28], [-0.22, 0.55, -0.65], [0.30, 0.05, 0.74], [-1.05, -0.59, -0.18], [-0.99, -0.35, 0.16], [1.66, 0.75, 0.57], [0.30, -0.83, 0.10], [-0.02, 0.26, 1.62], [0.27, 0.05, 0.31], [-0.54, 0.50, 0.64], [0.07, 0.09, -0.44], [-0.12, -0.13, -0.29], [-0.30, -0.14, 1.15], [-0.04, 0.64, 0.01], [0.80, 0.17, 0.09], [-0.15, 0.83, 0.57]], "total_charge": -1, "total_energy_ha": -1257.77924, "homo_lumo_gap_ev": 7.608, "de_lowest_kj_mol": 224.2, "homo_ev": -4.136, "molar_mass_da": 205.5}


{"formula": "C6H17O3PS", "method": "ωB97M-V/def2-TZVPD", "species": ["O", "C", "O", "C", "C", "C", "P", "H", "H", "H", "H", "H", "H", "H", "H", "H", "H", "H", "C", "S", "O", "C", "H", "H", "H", "H", "H", "H"], "positions_angstrom": [[4.37525, -0.86915, 0.85235], [4.06764, -0.97321, -0.33944], [4.25702, -2.26051, -0.96007], [3.52959, 0.18377, -1.28618], [2.38193, 1.09992, -0.62768], [1.36014, 0.30346, 0.30546], [0.29679, -0.94026, -0.71062], [3.44526, -2.35421, -1.51410], [4.40628, 0.82316, -1.61881], [3.06144, -0.30314, -2.20803], [1.78241, 1.52673, -1.51504], [2.79816, 2.02260, -0.08554], [1.86924, -0.30467, 1.14025], [0.64821, 1.03509, 0.83860], [0.15287, 0.01457, -1.79120], [-0.64894, -0.90150, 0.39824], [1.37693, -1.88052, -0.81827], [-0.60199, -1.83148, -1.41099], [-3.23252, -0.44350, 1.79999], [-3.45496, 0.33976, 0.18836], [-2.26216, 1.20589, -0.05882], [-4.81068, 1.41799, 0.69647], [-2.39860, -1.14228, 1.73264], [-3.01154, 0.31375, 2.55435], [-4.13969, -0.98780, 2.06815], [-4.48893, 2.05675, 1.52082], [-5.66376, 0.81016, 1.00258], [-5.09536, 2.03863, -0.15346]], "forces_ev_per_a": [[-0.86, 0.11, -3.71], [1.01, -0.46, 2.07], [-1.62, 2.18, 0.36], [-0.70, -0.37, 0.22], [-0.19, 0.28, 0.21], [0.66, 0.48, 0.39], [-0.55, 1.36, 0.72], [1.04, -0.14, 0.14], [-0.99, -0.91, 0.42], [0.87, 0.59, 1.11], [0.81, -0.60, 1.25], [-0.36, -1.54, -0.73], [-0.47, 0.96, -1.22], [0.93, -0.99, -0.98], [0.18, -0.32, 0.27], [0.39, -0.39, -0.36], [-0.22, 0.06, -0.02], [0.10, -0.33, -0.15], [0.01, 0.02, 0.13], [0.11, 0.10, 0.01], [-0.30, -0.16, 0.16], [-0.02, 0.11, 0.05], [-0.07, 0.07, -0.09], [0.00, 0.03, -0.10], [0.02, 0.02, -0.07], [0.07, -0.06, -0.05], [0.06, -0.03, -0.05], [0.09, -0.10, 0.00]], "total_charge": 0, "total_energy_ha": -1203.90680, "homo_lumo_gap_ev": 8.710, "homo_ev": -8.140, "molar_mass_da": 200.2}


{"formula": "C6H18AgBF4N4O5", "method": "ωB97M-V/def2-TZVPD", "species": ["Ag", "B", "F", "F", "F", "F", "O", "C", "C", "O", "H", "H", "H", "H", "C", "C", "O", "H", "H", "H", "H", "H", "H", "C", "O", "N", "N", "H", "H", "H", "H", "C", "O", "N", "N", "H", "H", "H", "H"], "positions_angstrom": [[-0.14452, 1.29731, -0.16812], [-2.31949, 3.10245, 0.16186], [-3.20400, 4.14332, 0.46374], [-1.12245, 3.30416, 0.91582], [-2.83297, 1.84571, 0.48953], [-1.97436, 3.08549, -1.20358], [-1.11776, -0.59253, -1.37518], [-1.67960, -1.50777, -0.45539], [-2.80562, -2.42091, -0.98050], [-4.07316, -2.00045, -1.21721], [-1.88187, -1.05432, 0.53537], [-0.85983, -2.22306, -0.18944], [-2.80538, -3.31555, -0.29296], [-2.40923, -2.87406, -1.92554], [3.05314, -2.09919, 1.07170], [1.86923, -1.48776, 0.36211], [1.58355, -2.15048, -0.87644], [3.08700, -1.66460, 2.07475], [3.95876, -1.81723, 0.53142], [2.94931, -3.17653, 1.19379], [1.93885, -0.40183, 0.28548], [0.93852, -1.66091, 0.92337], [0.75480, -1.73007, -1.18594], [1.42161, 1.48919, -2.76015], [1.46472, 2.08761, -1.68325], [0.61417, 0.43264, -3.01450], [2.03930, 1.92154, -3.91325], [-0.07266, 0.00505, -2.33417], [0.68337, 0.03417, -3.93486], [1.96567, 1.32818, -4.71829], [2.63724, 2.71917, -3.98119], [0.10541, 0.76289, 2.97382], [0.84203, 1.03183, 2.03903], [0.09913, 1.49539, 4.13683], [-0.77317, -0.27184, 2.98086], [-0.69860, 1.50570, 4.74610], [0.71393, 2.27400, 4.27497], [-0.78478, -0.88830, 2.18220], [-1.16027, -0.52844, 3.86724]], "forces_ev_per_a": [[-0.59, -0.75, -0.39], [-0.15, -0.32, -0.28], [-0.13, 0.05, -0.04], [0.23, 0.17, 0.26], [-0.10, 0.23, 0.35], [0.00, 0.40, 0.03], [0.36, 0.52, 0.96], [1.36, -0.28, -0.34], [-1.48, -0.42, -0.71], [0.49, 0.35, 0.50], [-0.80, 0.32, -0.31], [-0.26, -0.38, 0.05], [0.29, -0.03, 0.50], [0.69, 0.08, -0.09], [-0.22, 0.56, 0.00], [-1.66, -0.89, -0.12], [0.71, 0.64, 0.01], [0.18, 0.05, -0.02], [0.18, -0.34, 0.11], [0.09, -0.06, -0.27], [0.37, 0.03, -0.33], [0.33, 0.18, 0.56], [-0.06, -0.08, -0.15], [-1.93, -0.50, -0.34], [0.84, 0.15, -0.35], [0.84, 0.26, -0.03], [0.70, 0.11, -0.41], [-0.16, -0.26, 0.20], [-0.27, -0.13, 0.15], [0.09, 0.20, -0.03], [0.05, 0.06, 0.43], [-0.27, 0.09, -0.17], [0.33, 0.04, 0.20], [0.07, 0.11, 0.96], [0.46, 0.38, 0.15], [-0.15, -0.17, -0.20], [0.11, 0.04, -0.63], [-0.30, -0.03, -0.03], [-0.26, -0.37, -0.19]], "total_charge": -2, "total_energy_ha": -1406.14812, "homo_lumo_gap_ev": 3.878, "homo_ev": 0.906, "molar_mass_da": 420.9}


{"formula": "C6H18AlFN3OP", "method": "ωB97M-V/def2-TZVPD", "species": ["Al", "F", "O", "P", "N", "C", "C", "N", "C", "C", "N", "C", "C", "H", "H", "H", "H", "H", "H", "H", "H", "H", "H", "H", "H", "H", "H", "H", "H", "H", "H"], "positions_angstrom": [[-3.56912, -1.19606, 2.80839], [-3.89135, 0.91518, 1.21657], [-1.55171, -0.93982, 0.77638], [-0.36065, -0.40377, 0.12860], [1.07643, -1.14014, 0.60883], [1.17353, -1.59037, 1.99222], [2.31811, -1.12719, -0.16079], [-0.08283, 1.20456, 0.59214], [1.00805, 2.03118, 0.08872], [-1.06685, 1.85887, 1.43400], [-0.30617, -0.34791, -1.49950], [-0.84037, 0.80154, -2.27539], [-0.45096, -1.63424, -2.22419], [0.35990, -2.29081, 2.20538], [0.90248, -0.75375, 2.65375], [2.15271, -1.94690, 2.28458], [2.25448, -1.81497, -1.01039], [3.13587, -1.43524, 0.48021], [2.48492, -0.13823, -0.59173], [0.67389, 3.04913, -0.08702], [1.82948, 1.94412, 0.81600], [1.40940, 1.54690, -0.79972], [-1.40211, 2.81734, 1.02470], [-1.89682, 1.16085, 1.56292], [-0.70235, 2.01048, 2.46372], [-0.33699, 0.84717, -3.23528], [-1.92017, 0.64689, -2.33119], [-0.73688, 1.74366, -1.74118], [-0.65402, -2.45921, -1.53739], [0.39472, -1.78163, -2.89132], [-1.40464, -1.57761, -2.75202]], "forces_ev_per_a": [[-0.38, 1.23, -1.15], [0.98, -1.23, 1.07], [0.02, -0.59, 0.82], [-0.15, 0.06, -1.49], [0.60, 0.45, 0.74], [-1.15, 0.25, 0.53], [-0.36, -0.11, -0.08], [-0.54, 1.27, -0.15], [0.13, -1.30, -0.39], [0.06, -1.39, 0.62], [0.61, 0.24, 0.04], [-0.33, -0.18, 0.76], [-1.20, 0.25, 0.50], [0.33, -0.37, -0.14], [0.29, 0.07, 0.01], [0.03, -0.19, -0.32], [-0.11, -0.06, 0.01], [0.08, 0.13, -0.02], [0.13, 0.01, -0.01], [0.17, 0.11, 0.19], [-0.11, 0.52, 0.23], [-0.17, 0.42, -0.28], [0.41, 0.13, -0.13], [-0.63, 0.27, -0.27], [0.21, 0.27, -0.01], [-0.17, -0.03, -0.10], [0.02, 0.06, -0.57], [0.27, -0.01, -0.05], [0.69, -0.10, 0.09], [0.00, -0.19, 0.02], [0.28, 0.02, -0.49]], "total_charge": 2, "total_energy_ha": -1161.79492, "homo_lumo_gap_ev": 3.586, "de_lowest_kj_mol": 0.0, "homo_ev": -16.419, "molar_mass_da": 225.2}


{"formula": "C6H18BaNO6", "method": "ωB97M-V/def2-TZVPD", "species": ["Ba", "N", "O", "O", "O", "C", "C", "O", "H", "H", "H", "H", "H", "H", "C", "C", "O", "H", "H", "H", "H", "H", "H", "C", "C", "O", "H", "H", "H", "H", "H", "H"], "positions_angstrom": [[0.42129, -0.41719, -0.55764], [-1.15749, 1.52430, -0.77739], [-2.28304, 2.02044, -0.83488], [-0.63309, 1.13347, 0.26328], [-0.51671, 1.28078, -1.81508], [-1.38360, -1.42519, -3.88057], [-0.65443, -1.92966, -2.64489], [0.42938, -1.11754, -2.40067], [-1.63555, -0.36524, -3.84690], [-2.31417, -1.98847, -3.95016], [-0.91450, -1.68472, -4.82962], [-0.32841, -2.92794, -2.93683], [-1.30488, -1.94071, -1.77031], [0.76183, -0.91974, -3.27928], [1.19924, 2.25482, 2.09440], [1.59390, 1.66345, 0.71288], [1.55507, 0.23374, 0.82347], [1.73962, 1.88790, 2.96702], [0.11887, 2.24443, 2.23855], [1.36710, 3.33054, 2.14682], [2.48269, 2.08413, 0.24259], [0.84169, 2.02290, 0.01069], [2.27423, -0.09007, 1.37077], [0.42766, -0.86468, 3.02144], [-0.51934, -0.41356, 1.98488], [-0.53656, -1.35091, 0.96456], [0.27762, -1.80488, 3.55211], [0.37578, -0.19063, 3.87646], [1.43006, -0.88890, 2.59399], [-0.15024, 0.45906, 1.44599], [-1.50879, -0.23963, 2.40775], [-1.45526, -1.58030, 0.80656]], "forces_ev_per_a": [[2.68, -6.48, -8.73], [-4.56, 2.74, -3.08], [1.30, -0.51, 0.67], [-6.86, 6.82, 2.35], [-0.32, 1.89, -1.95], [-1.32, -0.36, 0.01], [-1.75, -1.35, -2.56], [1.87, -3.02, -9.74], [0.12, -0.01, 0.08], [-0.28, 0.15, 0.08], [0.59, 0.20, 0.19], [0.03, -0.31, 0.81], [-0.01, -0.13, 0.04], [0.58, 0.31, -0.65], [0.19, 1.20, -0.46], [1.00, 3.15, 1.52], [10.50, 4.94, 7.46], [-0.06, -0.49, -0.25], [0.10, -0.59, 0.15], [0.42, 0.13, -0.48], [0.80, -0.66, 0.72], [0.96, -0.30, 0.26], [0.81, 0.47, 0.61], [0.70, -0.16, 1.79], [-0.05, 0.65, 2.82], [-5.94, -6.32, 4.59], [-0.47, -0.41, -0.70], [0.43, 0.52, -0.20], [-0.10, -0.24, 0.81], [-0.91, -1.13, 3.83], [-0.09, 0.08, -0.28], [-0.38, -0.79, 0.27]], "total_charge": 1, "total_energy_ha": -770.28925, "homo_lumo_gap_ev": 9.200, "de_lowest_kj_mol": 1242.5, "homo_ev": -12.198, "molar_mass_da": 337.5}